Entry 1:
{"formula": "C17H22AgBr2Cl2N5O2", "method": "ωB97M-V/def2-TZVPD", "gap_ev": 6.64, "species": ["Ag", "N", "C", "C", "C", "C", "N", "C", "N", "N", "C", "O", "O", "H", "H", "H", "H", "H", "H", "H", "H", "H", "H", "H", "H", "H", "H", "Br", "C", "Br", "H", "H", "Cl", "C", "Cl", "H", "H", "N", "C", "C", "C", "C", "C", "C", "C", "C", "C", "H", "H", "H", "H"], "xyz": [[0.813, 1.148, 1.060], [0.555, 0.491, -1.485], [0.731, -0.936, -1.245], [0.744, -1.850, -2.471], [-0.185, -1.617, -3.654], [0.254, -2.510, -4.832], [1.638, -2.270, -5.225], [2.719, -2.643, -4.520], [2.754, -3.782, -3.809], [3.879, -1.988, -4.704], [2.162, -1.100, -0.551], [3.042, -1.648, -1.228], [2.244, -0.636, 0.590], [-0.352, 0.696, -1.893], [1.266, 0.820, -2.134], [-0.035, -1.238, -0.525], [0.612, -2.869, -2.099], [1.778, -1.758, -2.821], [-0.159, -0.567, -3.956], [-1.216, -1.876, -3.408], [-0.355, -2.307, -5.713], [0.134, -3.565, -4.574], [1.772, -1.446, -5.794], [1.874, -4.219, -3.586], [3.435, -3.829, -3.064], [3.870, -1.070, -5.117], [4.643, -2.176, -4.071], [2.042, 3.725, 0.055], [0.192, 4.273, -0.147], [-0.415, 3.908, -1.928], [0.118, 5.344, 0.034], [-0.412, 3.679, 0.547], [2.991, 1.771, 2.652], [3.779, 1.292, 4.149], [2.923, 1.977, 5.546], [4.797, 1.682, 4.142], [3.751, 0.205, 4.222], [-7.294, 0.553, 6.724], [-6.373, 0.758, 6.068], [-5.259, 0.995, 5.241], [-4.643, 2.249, 5.222], [-3.574, 2.482, 4.384], [-3.091, 1.462, 3.555], [-3.713, 0.205, 3.588], [-4.779, -0.032, 4.423], [-1.965, 1.627, 2.715], [-0.984, 1.690, 1.992], [-5.017, 3.024, 5.875], [-3.103, 3.456, 4.364], [-3.338, -0.577, 2.943], [-5.252, -1.004, 4.462]], "lowdin_charge": [0.5297, 0.0151, -0.3104, -0.1928, -0.1633, -0.1604, 0.0827, -0.4441, 0.2191, 0.2141, -0.6789, -0.0484, -0.1067, 0.0556, 0.0807, 0.1361, 0.1254, 0.0665, 0.1088, 0.1214, 0.1253, 0.1192, 0.1564, 0.1139, 0.1343, 0.1279, 0.1337, 0.5435, -1.0531, 0.5543, 0.0020, -0.0582, 0.4880, -0.9991, 0.4942, 0.0267, 0.0335, 0.1458, -0.2119, -0.2537, -0.0304, -0.0271, -0.2672, -0.0306, -0.0301, -0.2052, -0.1426, 0.1158, 0.1145, 0.1145, 0.1157]}


Entry 2:
{"formula": "C25H34NOS5V", "method": "ωB97M-V/def2-TZVPD", "charge": -2, "spin_multiplicity": 3, "gap_ev": [4.16, 4.15], "s_squared": 2.063, "species": ["V", "C", "C", "C", "C", "C", "C", "C", "C", "C", "C", "C", "C", "C", "C", "C", "C", "C", "H", "H", "H", "H", "H", "H", "H", "H", "H", "H", "H", "H", "H", "H", "H", "H", "H", "H", "H", "H", "H", "H", "H", "H", "H", "H", "H", "H", "H", "S", "C", "S", "C", "C", "S", "S", "S", "O", "N", "C", "C", "C", "C", "C", "H", "H", "H", "H", "H"], "xyz": [[-0.121, 0.250, -0.975], [-0.944, -0.180, 1.220], [0.109, -1.135, 1.220], [1.339, -0.397, 1.234], [0.984, 0.972, 1.232], [-0.423, 1.128, 1.236], [-1.223, 2.358, 1.627], [-0.400, 3.639, 1.482], [-2.508, 2.464, 0.805], [-1.603, 2.210, 3.107], [2.810, -0.836, 1.386], [2.964, -1.844, 2.533], [3.677, 0.379, 1.759], [3.461, -1.440, 0.138], [-0.225, -2.635, 1.310], [0.687, -3.497, 0.440], [-1.666, -2.931, 0.861], [-0.162, -3.095, 2.778], [-1.995, -0.416, 1.242], [1.680, 1.792, 1.194], [-0.083, 3.802, 0.455], [0.494, 3.595, 2.110], [-0.992, 4.500, 1.809], [-2.316, 2.530, -0.266], [-3.078, 3.349, 1.106], [-3.147, 1.591, 0.956], [-0.706, 2.142, 3.727], [-2.187, 1.302, 3.263], [-2.193, 3.067, 3.443], [2.503, -1.478, 3.454], [4.030, -2.006, 2.722], [2.526, -2.809, 2.294], [3.304, 0.887, 2.649], [3.714, 1.098, 0.941], [4.699, 0.042, 1.953], [2.910, -2.286, -0.266], [4.467, -1.786, 0.396], [3.542, -0.703, -0.657], [0.651, -3.163, -0.598], [0.346, -4.537, 0.474], [1.722, -3.483, 0.775], [-1.837, -2.613, -0.163], [-2.395, -2.455, 1.519], [-1.829, -4.011, 0.927], [0.800, -2.924, 3.250], [-0.391, -4.164, 2.843], [-0.913, -2.554, 3.359], [2.875, 3.772, -6.784], [2.284, 3.025, -5.388], [1.020, 3.648, -4.433], [0.943, 2.397, -3.231], [1.819, 1.372, -3.413], [1.999, -0.014, -2.368], [2.842, 1.521, -4.807], [-0.173, 2.547, -1.899], [-0.820, -1.407, -1.726], [-1.631, -0.313, -2.173], [-1.583, -0.176, -3.608], [-2.679, 0.172, -4.321], [-3.970, 0.324, -3.775], [-4.053, -0.041, -2.424], [-2.983, -0.399, -1.664], [-0.580, -0.293, -3.987], [-2.519, 0.313, -5.388], [-4.830, 0.606, -4.362], [-5.018, -0.076, -1.920], [-3.022, -0.698, -0.630]], "lowdin_charge": [0.5450, -0.1132, -0.1479, -0.1398, -0.0775, -0.3022, -0.5605, -0.0724, -0.0551, -0.0591, -0.5132, -0.0676, -0.0757, -0.0964, -0.5129, -0.0468, -0.0704, -0.0546, 0.0971, 0.1025, 0.0254, 0.0762, 0.0768, 0.0423, 0.0788, 0.0765, 0.0823, 0.0771, 0.0726, 0.0873, 0.0753, 0.0477, 0.0829, 0.0846, 0.0753, 0.0604, 0.0790, -0.0151, 0.0878, 0.0797, 0.0460, 0.0600, 0.0750, 0.0783, 0.0450, 0.0763, 0.0823, 0.3327, -1.5473, 0.8819, -1.1268, -1.1439, 0.5901, 0.8749, 0.5937, -0.3147, -0.3091, -0.1230, -0.1644, -0.2014, -0.1821, -0.1228, 0.0851, 0.0884, 0.0424, 0.0827, 0.0687]}


Entry 3:
{"formula": "C44H45GeN4OPtSTe", "method": "ωB97M-V/def2-TZVPD", "charge": 2, "spin_multiplicity": 2, "gap_ev": [5.25, 3.74], "s_squared": 0.762, "species": ["Pt", "N", "C", "C", "C", "C", "C", "C", "S", "N", "C", "C", "C", "C", "C", "C", "N", "H", "H", "H", "H", "H", "H", "H", "H", "H", "Ge", "C", "C", "C", "C", "C", "C", "C", "C", "C", "C", "C", "C", "H", "H", "H", "H", "H", "H", "H", "H", "H", "H", "H", "C", "C", "O", "N", "Te", "C", "C", "C", "C", "C", "C", "C", "C", "C", "C", "C", "C", "C", "C", "C", "C", "C", "C", "H", "H", "H", "H", "H", "H", "H", "H", "H", "H", "H", "H", "H", "H", "H", "H", "H", "H", "H", "H", "H", "H", "H", "H", "H"], "xyz": [[1.832, 1.057, 0.507], [1.392, -1.012, 4.214], [0.090, -1.155, 4.684], [-0.176, -2.034, 5.726], [-1.472, -2.197, 6.182], [-2.518, -1.475, 5.610], [-2.269, -0.596, 4.573], [-0.968, -0.439, 4.112], [-0.643, 0.729, 2.846], [0.924, 0.412, 2.425], [1.744, -0.353, 3.093], [3.133, -0.434, 2.606], [4.091, -1.232, 3.218], [5.408, -1.189, 2.789], [5.735, -0.326, 1.759], [4.722, 0.407, 1.160], [3.446, 0.346, 1.541], [2.099, -1.511, 4.733], [0.635, -2.588, 6.181], [-1.665, -2.885, 6.992], [-3.526, -1.589, 5.982], [-3.065, -0.013, 4.132], [3.832, -1.904, 4.024], [6.157, -1.810, 3.257], [6.750, -0.240, 1.400], [4.949, 1.063, 0.332], [3.022, 2.046, -1.352], [2.205, 2.173, -3.143], [1.113, 1.435, -3.564], [0.588, 1.584, -4.839], [1.188, 2.465, -5.726], [2.305, 3.185, -5.330], [2.811, 3.045, -4.046], [3.590, 3.847, -0.784], [4.870, 4.084, -0.290], [5.301, 5.379, -0.042], [4.445, 6.446, -0.271], [3.160, 6.221, -0.745], [2.726, 4.925, -0.978], [4.350, 1.296, -1.626], [0.666, 0.722, -2.888], [-0.284, 1.014, -5.139], [0.789, 2.585, -6.724], [2.782, 3.865, -6.023], [3.681, 3.616, -3.740], [5.548, 3.254, -0.123], [6.297, 5.554, 0.340], [4.779, 7.455, -0.075], [2.493, 7.056, -0.916], [1.719, 4.747, -1.338], [-0.296, 3.577, 0.888], [-0.743, 2.308, 0.189], [-1.983, 2.062, 0.101], [0.124, 1.503, -0.333], [-1.504, 0.032, -1.311], [-3.129, -1.076, -2.333], [-4.361, -0.448, -2.481], [-4.641, 0.955, -2.028], [-5.385, -1.179, -3.080], [-5.178, -2.462, -3.565], [-6.286, -3.230, -4.219], [-3.901, -3.012, -3.466], [-2.850, -2.327, -2.875], [-1.469, -2.928, -2.851], [-1.214, -1.456, 0.173], [-2.284, -1.755, 1.034], [-3.585, -1.003, 0.984], [-2.129, -2.782, 1.958], [-0.939, -3.488, 2.076], [-0.804, -4.637, 3.031], [0.118, -3.143, 1.241], [0.002, -2.150, 0.274], [1.159, -1.950, -0.667], [-1.010, 4.366, 0.657], [0.702, 3.858, 0.568], [-0.301, 3.424, 1.968], [-3.735, 1.453, -1.667], [-5.383, 0.965, -1.229], [-5.049, 1.538, -2.853], [-6.359, -0.718, -3.183], [-7.211, -2.660, -4.228], [-6.457, -4.167, -3.689], [-6.024, -3.483, -5.246], [-3.713, -3.993, -3.886], [-1.321, -3.577, -3.711], [-1.321, -3.524, -1.948], [-0.716, -2.138, -2.881], [-3.453, -0.026, 0.518], [-3.986, -0.861, 1.988], [-4.335, -1.558, 0.417], [-2.961, -3.038, 2.603], [-1.573, -4.617, 3.800], [0.177, -4.649, 3.507], [-0.902, -5.575, 2.484], [1.050, -3.695, 1.303], [2.108, -1.992, -0.133], [1.086, -1.013, -1.218], [1.183, -2.761, -1.399]], "lowdin_charge": [0.8256, 0.1975, -0.1995, 0.0150, -0.0088, -0.0157, -0.0692, -0.3799, 1.2368, -0.2972, -0.2852, -0.1866, 0.0188, -0.0042, 0.0176, -0.0937, -0.0761, 0.1523, 0.1339, 0.1311, 0.1301, 0.1233, 0.1172, 0.1310, 0.1324, 0.0452, 0.8340, -0.3539, -0.1602, -0.0825, -0.0750, -0.0697, -0.1116, -0.3696, -0.1292, -0.0770, -0.0729, -0.0718, -0.1378, -0.0280, -0.0052, 0.1028, 0.1090, 0.1103, 0.1039, 0.0813, 0.1077, 0.1096, 0.1090, 0.0983, -0.0031, -0.8114, -0.1283, -0.2922, 1.9219, -0.2932, -0.3102, -0.0479, 0.0048, -0.2422, -0.0311, 0.0091, -0.2832, -0.0482, -0.3414, -0.3003, -0.0450, -0.0133, -0.2536, -0.0303, -0.0097, -0.3110, -0.0778, 0.1002, 0.0505, 0.0638, 0.0253, 0.0986, 0.0999, 0.1302, 0.0821, 0.0912, 0.0931, 0.1344, 0.0960, 0.0905, 0.0435, 0.0325, 0.0813, 0.1057, 0.1309, 0.0789, 0.0800, 0.0991, 0.1321, 0.0755, 0.0122, 0.0969]}


Entry 4:
{"formula": "C17H30NSi", "method": "ωB97M-V/def2-TZVPD", "charge": -1, "gap_ev": 3.54, "species": ["C", "N", "C", "C", "C", "C", "C", "C", "C", "C", "Si", "C", "C", "C", "C", "C", "C", "C", "C", "H", "H", "H", "H", "H", "H", "H", "H", "H", "H", "H", "H", "H", "H", "H", "H", "H", "H", "H", "H", "H", "H", "H", "H", "H", "H", "H", "H", "H", "H"], "xyz": [[4.524, -0.522, 0.511], [4.914, 0.342, -0.576], [3.816, 0.650, -1.457], [2.440, 0.839, -0.758], [1.423, 1.677, -1.592], [0.769, 2.826, -0.783], [-0.607, 3.204, -1.409], [-1.816, 3.250, -0.440], [-1.881, 2.145, 0.618], [-1.985, 0.717, 0.045], [-1.505, -0.627, 1.294], [-2.536, -0.578, 2.873], [0.311, -0.396, 1.801], [-1.597, -2.298, 0.389], [-2.361, -2.385, -0.753], [-2.410, -3.579, -1.449], [-1.686, -4.641, -0.975], [-0.950, -4.574, 0.172], [-0.896, -3.387, 0.871], [5.422, -1.052, 0.876], [4.133, 0.062, 1.382], [3.784, -1.320, 0.241], [3.702, -0.168, -2.231], [4.068, 1.583, -1.992], [2.001, -0.152, -0.625], [2.605, 1.364, 0.189], [0.671, 1.025, -2.054], [1.983, 2.109, -2.434], [1.435, 3.687, -0.911], [0.731, 2.626, 0.289], [-0.501, 4.226, -1.801], [-0.790, 2.584, -2.290], [-1.890, 4.248, 0.007], [-2.713, 3.123, -1.065], [-2.794, 2.328, 1.205], [-1.064, 2.187, 1.347], [-1.320, 0.582, -0.819], [-3.019, 0.538, -0.279], [-2.232, -1.409, 3.523], [-2.296, 0.329, 3.442], [-3.616, -0.661, 2.716], [0.919, -1.074, 1.194], [0.628, 0.620, 1.551], [0.486, -0.623, 2.856], [-2.911, -1.529, -1.129], [-2.999, -3.617, -2.360], [-1.700, -5.576, -1.533], [-0.375, -5.419, 0.538], [-0.316, -3.289, 1.784]], "lowdin_charge": [-0.3668, -0.2530, -0.4330, -0.2412, -0.2186, -0.1959, -0.2089, -0.2158, -0.2793, -0.2506, 0.6099, -0.1813, -0.1513, -0.2545, -0.1060, -0.0938, -0.1185, -0.0984, -0.0977, 0.0289, 0.0309, 0.0356, 0.0750, 0.0713, 0.0707, 0.0919, 0.0864, 0.0952, 0.1043, 0.0827, 0.0950, 0.0939, 0.1006, 0.1032, 0.1028, 0.0831, 0.0775, 0.0720, 0.0258, 0.0280, 0.0238, 0.0257, 0.0130, 0.0336, 0.0890, 0.1015, 0.1021, 0.1045, 0.1065]}


Number 3 is which compound? C44H45GeN4OPtSTe